(1)
{"formula": "C13H52O13", "method": "ωB97M-V with the def2-TZVPD basis set", "species": ["C", "O", "H", "H", "H", "H", "C", "O", "H", "H", "H", "H", "C", "O", "H", "H", "H", "H", "C", "O", "H", "H", "H", "H", "C", "O", "H", "H", "H", "H", "C", "O", "H", "H", "H", "H", "C", "O", "H", "H", "H", "H", "C", "O", "H", "H", "H", "H", "C", "O", "H", "H", "H", "H", "C", "O", "H", "H", "H", "H", "C", "O", "H", "H", "H", "H", "C", "O", "H", "H", "H", "H", "C", "O", "H", "H", "H", "H"], "coordinates": [[-4.122, 1.648, -0.469], [-5.498, 1.929, -0.206], [-3.536, 2.222, 0.245], [-3.876, 0.592, -0.305], [-3.841, 1.928, -1.489], [-6.033, 1.512, -0.886], [3.034, 3.636, 0.750], [3.078, 3.895, 2.139], [4.005, 3.250, 0.441], [2.316, 2.853, 0.492], [2.841, 4.535, 0.162], [2.333, 4.451, 2.378], [-3.339, -2.214, 0.294], [-3.606, -3.557, 0.733], [-4.031, -1.917, -0.499], [-3.483, -1.542, 1.146], [-2.315, -2.115, -0.051], [-4.515, -3.583, 1.040], [-2.655, -0.511, -2.845], [-2.196, -1.567, -3.697], [-2.448, 0.469, -3.290], [-3.729, -0.588, -2.655], [-2.119, -0.564, -1.900], [-2.569, -1.376, -4.563], [0.023, -4.126, 1.308], [-1.157, -4.887, 1.388], [0.869, -4.754, 1.589], [0.194, -3.736, 0.299], [0.045, -3.283, 2.015], [-1.894, -4.348, 1.067], [0.418, -0.080, -0.135], [-0.951, 0.150, 0.168], [1.084, 0.535, 0.479], [0.707, -1.130, -0.011], [0.597, 0.185, -1.178], [-1.142, -0.189, 1.060], [-0.631, 3.181, -1.740], [-0.962, 2.911, -0.399], [-0.972, 2.386, -2.413], [-1.116, 4.112, -2.044], [0.449, 3.326, -1.865], [-1.033, 1.954, -0.254], [-0.235, 2.683, 2.779], [-0.269, 1.635, 3.768], [-0.010, 3.637, 3.261], [0.484, 2.479, 1.988], [-1.235, 2.770, 2.360], [0.441, 1.797, 4.395], [3.433, -3.059, -2.141], [2.504, -3.161, -1.080], [3.178, -3.748, -2.953], [3.482, -2.044, -2.551], [4.436, -3.313, -1.805], [1.623, -3.082, -1.456], [3.211, -0.227, 2.859], [3.804, -1.321, 3.529], [2.764, 0.447, 3.590], [3.924, 0.384, 2.291], [2.413, -0.532, 2.172], [4.041, -1.977, 2.866], [3.797, 0.459, -0.940], [3.118, 1.502, -1.604], [4.430, 0.875, -0.157], [3.125, -0.254, -0.446], [4.442, -0.095, -1.630], [2.604, 1.109, -2.329], [-2.551, -0.872, 3.869], [-1.780, -0.435, 2.782], [-3.119, -0.067, 4.354], [-3.289, -1.603, 3.534], [-1.979, -1.357, 4.669], [-1.156, 0.231, 3.132], [0.894, -0.082, -4.214], [1.855, 0.956, -4.072], [0.525, -0.178, -5.240], [1.384, -1.021, -3.970], [0.024, 0.071, -3.570], [1.461, 1.793, -4.335]], "atomic_forces_ev_per_a": [[-0.2, -0.1, 0.2], [0.2, -0.1, 0.0], [0.0, 0.1, -0.1], [-0.1, 0.0, -0.1], [0.1, 0.1, 0.1], [0.0, 0.0, 0.0], [0.1, -0.3, -0.4], [0.1, 0.0, 0.3], [0.1, 0.1, 0.1], [-0.2, 0.2, 0.0], [-0.1, 0.0, 0.0], [0.0, 0.0, -0.1], [-0.7, 0.0, 0.6], [0.3, 0.4, -0.5], [0.1, -0.1, -0.1], [0.2, 0.2, -0.2], [0.0, -0.3, 0.0], [0.0, -0.1, 0.1], [0.1, 0.0, -0.2], [-0.1, 0.4, 0.2], [-0.1, 0.0, 0.0], [0.0, 0.0, 0.0], [0.0, -0.1, 0.0], [0.1, -0.3, -0.1], [0.3, 0.2, 0.3], [0.0, 0.1, -0.1], [-0.1, -0.1, -0.2], [0.1, 0.0, 0.0], [-0.2, 0.0, -0.1], [-0.1, -0.2, 0.2], [0.3, -0.2, 0.0], [0.2, -0.1, -0.1], [-0.1, 0.0, 0.0], [-0.1, 0.0, 0.1], [-0.1, 0.1, 0.0], [-0.2, 0.0, -0.1], [0.1, 0.1, -0.1], [-0.1, 0.1, 0.2], [0.0, 0.0, 0.0], [-0.1, 0.0, 0.0], [0.0, -0.2, 0.0], [0.0, 0.0, 0.0], [-0.3, 0.1, 0.4], [0.1, 0.4, -0.3], [0.1, 0.0, -0.1], [0.0, 0.0, 0.0], [0.1, -0.1, -0.1], [0.0, -0.2, 0.0], [0.0, 0.0, -0.6], [0.1, 0.1, 0.2], [0.1, 0.0, 0.0], [-0.1, 0.0, 0.0], [-0.1, -0.1, 0.3], [0.0, 0.0, 0.0], [-0.2, 0.4, -0.3], [0.0, 0.1, -0.1], [0.1, -0.2, 0.2], [0.1, -0.2, 0.0], [0.1, -0.1, 0.1], [0.0, 0.0, 0.1], [0.2, -0.2, 0.1], [-0.2, -0.1, 0.1], [0.0, 0.2, -0.1], [-0.1, 0.0, -0.1], [0.0, 0.0, 0.1], [0.2, 0.3, -0.1], [-0.8, -0.4, 0.8], [0.5, 0.3, 0.0], [0.1, 0.1, -0.3], [0.2, 0.0, -0.2], [0.3, 0.0, -0.3], [-0.1, -0.1, 0.0], [-0.3, -0.1, -0.3], [0.0, -0.1, 0.0], [0.1, 0.1, 0.0], [0.0, 0.0, 0.2], [0.1, -0.1, 0.1], [0.0, 0.0, 0.0]], "mulliken_charge": [0.040, -0.587, 0.109, -0.084, 0.205, 0.297, -0.139, -0.532, 0.201, -0.156, 0.342, 0.297, -0.126, -0.575, 0.329, 0.152, -0.085, 0.282, -0.367, -0.543, 0.436, 0.406, -0.299, 0.291, -0.350, -0.574, 0.328, 0.096, 0.138, 0.330, -0.450, 1.197, -0.329, 0.344, 0.082, -0.252, -0.382, -0.515, -0.021, 0.378, 0.160, 0.001, -0.278, -0.637, 0.459, -0.071, 0.198, 0.250, -0.585, -0.380, 0.326, 0.113, 0.255, 0.227, -0.034, -0.556, 0.185, 0.234, -0.097, 0.305, -0.411, -0.446, 0.242, 0.051, 0.361, 0.300, -0.860, -0.247, 0.324, 0.288, 0.290, 0.167, -0.401, -0.572, 0.366, 0.181, 0.092, 0.285], "energy_ha": -1504.393073, "fmax_ev_per_a": 1.19, "e_lumo_ev": 0.25}


(2)
{"formula": "C13H55BrFINbO13", "method": "ωB97M-V with the def2-TZVPD basis set", "species": ["F", "Nb", "Br", "I", "H", "H", "H", "C", "O", "H", "H", "H", "H", "C", "O", "H", "H", "H", "H", "C", "O", "H", "H", "H", "H", "C", "O", "H", "H", "H", "H", "C", "O", "H", "H", "H", "H", "C", "O", "H", "H", "H", "H", "C", "O", "H", "H", "H", "H", "C", "O", "H", "H", "H", "H", "C", "O", "H", "H", "H", "H", "C", "O", "H", "H", "H", "H", "C", "O", "H", "H", "H", "H", "C", "O", "H", "H", "H", "H", "C", "O", "H", "H", "H", "H"], "coordinates": [[-1.796, 0.003, -3.623], [-1.867, -0.070, -1.536], [-1.817, -2.740, -1.596], [0.987, -0.034, -1.498], [-1.925, -0.129, 0.261], [-1.862, 1.745, -1.459], [-3.680, -0.050, -1.614], [3.586, 3.459, -2.092], [2.594, 3.393, -1.073], [4.317, 4.216, -1.810], [4.089, 2.493, -2.195], [3.129, 3.739, -3.043], [1.956, 2.719, -1.339], [0.837, 4.861, -5.671], [1.340, 3.985, -4.671], [1.394, 4.692, -6.591], [-0.222, 4.659, -5.850], [0.964, 5.901, -5.359], [0.837, 4.145, -3.870], [-1.287, -6.689, -1.971], [-1.528, -5.827, -0.865], [-1.732, -7.660, -1.755], [-1.743, -6.281, -2.878], [-0.213, -6.818, -2.128], [-1.130, -4.968, -1.075], [5.123, 2.440, 1.082], [3.760, 2.356, 1.482], [5.690, 1.684, 1.620], [5.207, 2.253, 0.005], [5.526, 3.422, 1.316], [3.276, 3.029, 0.991], [-2.073, -0.748, 3.586], [-2.087, -1.298, 2.271], [-1.994, 0.335, 3.503], [-2.997, -0.998, 4.114], [-1.217, -1.127, 4.149], [-2.158, -2.250, 2.359], [7.396, 2.991, 4.540], [7.615, 2.055, 3.488], [7.499, 3.992, 4.128], [6.389, 2.876, 4.949], [8.135, 2.853, 5.336], [7.519, 1.178, 3.858], [-2.601, 5.365, -7.570], [-2.227, 6.641, -7.056], [-3.021, 4.774, -6.760], [-3.352, 5.487, -8.356], [-1.724, 4.853, -7.973], [-1.860, 7.143, -7.784], [-5.192, -2.973, -3.779], [-5.402, -3.484, -2.468], [-5.953, -2.220, -3.975], [-4.205, -2.510, -3.854], [-5.281, -3.773, -4.522], [-4.721, -4.138, -2.306], [-3.665, 0.239, 7.011], [-2.465, -0.495, 6.790], [-3.735, 1.011, 6.249], [-4.536, -0.418, 6.934], [-3.649, 0.712, 7.997], [-2.412, -1.172, 7.465], [-0.688, 3.054, 2.627], [-0.522, 2.136, 1.559], [-0.571, 4.061, 2.231], [-1.688, 2.958, 3.066], [0.069, 2.886, 3.400], [-0.628, 1.250, 1.912], [-4.690, -6.097, 0.847], [-3.745, -7.158, 0.762], [-5.516, -6.424, 1.476], [-4.229, -5.212, 1.292], [-5.074, -5.845, -0.144], [-3.024, -6.851, 0.204], [-2.344, -9.471, 3.274], [-3.327, -10.106, 2.469], [-1.917, -10.215, 3.945], [-1.552, -9.058, 2.644], [-2.801, -8.673, 3.865], [-3.690, -9.433, 1.885], [7.616, 5.103, -0.436], [7.417, 4.610, 0.884], [6.851, 5.849, -0.639], [8.602, 5.569, -0.529], [7.523, 4.293, -1.165], [8.092, 3.951, 1.052]], "atomic_forces_ev_per_a": [[-0.4, 0.0, 2.4], [1.2, -0.7, -3.2], [-0.3, 0.6, 0.1], [-0.4, 0.3, 0.2], [-0.2, 0.3, -0.6], [-0.3, -0.6, 0.3], [0.4, 0.3, 0.4], [-0.3, -0.1, 0.0], [0.1, 0.3, -0.1], [0.0, 0.0, 0.1], [0.1, 0.1, -0.1], [0.2, 0.0, -0.1], [-0.1, -0.2, 0.2], [-0.1, -0.1, 0.4], [0.2, 0.1, -0.3], [0.0, -0.1, 0.1], [0.0, 0.1, -0.1], [-0.1, 0.1, -0.2], [-0.1, -0.1, 0.2], [0.1, 0.3, 0.1], [0.1, -0.5, -0.1], [0.0, 0.0, 0.0], [0.1, -0.1, -0.1], [0.0, -0.1, -0.1], [-0.3, 0.0, 0.2], [-0.6, 0.1, -0.1], [0.2, -0.1, 0.4], [-0.1, 0.0, 0.0], [0.2, 0.0, 0.0], [0.2, 0.0, 0.0], [-0.1, -0.2, -0.3], [0.0, -0.5, -0.3], [0.0, 0.3, 0.4], [0.0, 0.0, -0.1], [0.1, 0.1, 0.2], [-0.1, 0.1, 0.2], [0.0, -0.2, -0.1], [0.0, -0.3, 0.0], [0.2, 0.3, -0.1], [0.0, 0.0, -0.1], [0.0, 0.1, 0.1], [0.0, 0.1, 0.1], [-0.1, -0.2, 0.0], [0.2, 0.3, -0.2], [-0.1, -0.2, 0.3], [0.0, 0.1, 0.0], [0.0, -0.2, 0.0], [-0.1, -0.2, 0.0], [0.1, 0.2, -0.1], [0.2, -0.1, 0.2], [-0.4, 0.0, -0.2], [0.0, 0.0, 0.1], [0.0, 0.0, -0.1], [0.0, 0.1, -0.1], [0.2, 0.0, 0.2], [0.2, -0.2, 0.1], [-0.1, 0.3, -0.1], [0.1, 0.0, 0.0], [-0.1, 0.1, 0.0], [-0.1, 0.1, 0.0], [0.1, -0.2, 0.1], [0.0, -0.5, -0.1], [0.0, 0.5, 0.1], [0.0, 0.0, 0.0], [0.0, 0.1, 0.1], [0.0, 0.1, 0.1], [0.0, -0.3, -0.2], [0.3, -0.1, -0.1], [-0.3, -0.3, 0.2], [0.0, -0.1, 0.0], [-0.1, 0.1, 0.0], [-0.1, 0.1, 0.1], [0.3, 0.2, -0.1], [-0.2, 0.1, -0.3], [0.0, -0.1, 0.1], [0.0, 0.0, 0.0], [0.1, 0.1, 0.2], [0.2, 0.1, 0.1], [0.0, 0.1, -0.1], [0.1, -0.2, 0.2], [0.1, 0.4, -0.1], [0.0, 0.0, 0.1], [0.0, 0.0, -0.1], [0.0, 0.1, -0.1], [0.0, -0.2, 0.1]], "mulliken_charge": [-0.644, -0.633, -0.041, -0.248, 0.501, 0.122, 0.051, -0.383, -0.367, 0.179, 0.259, 0.171, 0.097, -0.493, -0.490, 0.242, 0.161, 0.279, 0.279, -0.573, -0.349, 0.242, 0.257, 0.286, 0.097, -0.291, -0.508, 0.233, 0.105, 0.193, 0.292, -0.521, -0.367, 0.036, 0.300, 0.353, 0.213, -0.546, -0.463, 0.193, 0.269, 0.288, 0.269, -0.556, -0.498, 0.235, 0.276, 0.247, 0.289, -0.448, -0.458, 0.210, 0.193, 0.241, 0.251, -0.556, -0.467, 0.209, 0.267, 0.292, 0.275, -0.672, -0.362, 0.254, 0.268, 0.281, 0.221, -0.468, -0.453, 0.263, 0.204, 0.180, 0.269, -0.476, -0.523, 0.248, 0.208, 0.222, 0.305, -0.605, -0.441, 0.217, 0.284, 0.264, 0.260], "energy_ha": -4534.763940, "fmax_ev_per_a": 3.49, "charge": -1, "e_lumo_ev": 1.57}


(3)
{"formula": "C13H5BBrF4N3O9Y", "method": "ωB97M-V with the def2-TZVPD basis set", "species": ["Y", "O", "C", "O", "C", "C", "C", "C", "C", "C", "O", "N", "O", "O", "N", "O", "O", "H", "H", "Br", "C", "C", "N", "C", "C", "C", "C", "O", "O", "H", "H", "H", "F", "B", "F", "F", "F"], "coordinates": [[0.867, -0.717, 1.021], [2.883, -0.149, 0.334], [2.161, 0.657, -0.303], [1.224, 1.276, 0.282], [2.074, 0.527, -1.794], [2.688, 1.221, -2.795], [2.376, 0.910, -4.124], [1.439, -0.071, -4.425], [0.846, -0.768, -3.406], [1.149, -0.540, -2.044], [0.640, -1.220, -1.081], [-0.154, -1.795, -3.719], [-1.286, -1.411, -3.950], [0.206, -2.954, -3.702], [3.033, 1.614, -5.194], [2.733, 1.332, -6.347], [3.876, 2.452, -4.906], [3.398, 2.009, -2.591], [1.197, -0.273, -5.459], [-3.502, 3.031, 5.988], [-3.516, 1.910, 4.461], [-4.726, 1.557, 3.882], [-4.800, 0.781, 2.807], [-3.670, 0.332, 2.275], [-2.417, 0.630, 2.801], [-2.334, 1.440, 3.924], [-1.183, 0.080, 2.173], [-0.077, 0.174, 2.774], [-1.259, -0.475, 1.042], [-5.663, 1.907, 4.299], [-3.753, -0.293, 1.394], [-1.371, 1.684, 4.350], [2.270, -4.053, 2.210], [1.402, -3.046, 2.456], [0.519, -2.829, 1.294], [0.628, -3.172, 3.570], [2.101, -1.756, 2.501]], "atomic_forces_ev_per_a": [[0.4, -1.7, 0.8], [1.0, 0.5, -0.5], [1.1, 1.3, -1.2], [0.4, 1.4, -0.7], [-0.3, -0.4, 0.1], [0.0, 0.1, -0.2], [-0.2, -0.2, 0.4], [0.0, 0.1, -0.2], [0.2, 0.2, 0.2], [0.1, 0.0, -0.6], [-0.1, 0.0, -1.1], [-0.2, -0.2, 0.1], [0.2, -0.1, -0.1], [0.0, 0.2, -0.1], [0.3, 0.1, -0.4], [0.0, 0.0, 0.2], [-0.2, -0.1, 0.0], [0.0, 0.0, 0.0], [0.0, 0.0, 0.0], [0.0, 0.0, 0.0], [0.0, 0.0, 0.0], [0.1, 0.0, 0.0], [-0.2, 0.0, 0.0], [0.1, 0.1, 0.0], [-0.1, 0.0, 0.0], [0.0, 0.0, 0.0], [-0.6, 0.2, 0.3], [-0.7, 0.7, 1.2], [-2.0, 0.4, 0.1], [0.0, 0.0, 0.0], [0.1, 0.0, 0.0], [0.0, 0.0, 0.0], [0.0, 0.0, 0.0], [-0.1, -0.2, 0.2], [0.0, -1.4, 0.4], [0.1, -0.1, 0.0], [0.5, -0.7, 0.7]], "nbo_charge": [1.994, -0.671, 0.737, -0.694, -0.230, -0.133, -0.053, -0.149, -0.059, 0.494, -0.777, 0.534, -0.370, -0.356, 0.533, -0.410, -0.408, 0.246, 0.253, 0.054, -0.139, 0.022, -0.407, 0.081, -0.189, -0.143, 0.773, -0.721, -0.714, 0.201, 0.223, 0.253, -0.522, 1.349, -0.535, -0.529, -0.536], "energy_ha": -4376.897072, "fmax_ev_per_a": 2.04, "charge": -1, "e_lumo_ev": 1.86}


Which orbital gap belongs to each record? In order, 0.365 0.270 0.304 Eh.